1.
Here is a molecular structure, C45H60BBaN10OPS2Sb from the OMol25 dataset. Energies are from wB97M-V/def2-TZVPD.

```
! wB97M-V def2-TZVPD RIJCOSX def2/J DEFGRID3
* xyz 1 1
Ba 0.81 0.57 -0.72
C -1.40 4.06 2.16
C -1.34 3.13 1.15
N -0.17 2.54 1.07
N 0.60 3.11 2.01
C -0.13 4.05 2.66
B 2.08 2.85 2.21
N 2.46 1.44 2.56
C 3.01 1.07 3.74
C 3.07 -0.28 3.81
C 2.60 -0.71 2.59
N 2.18 0.32 1.84
N 2.76 3.30 0.90
C 3.40 4.44 0.62
C 3.59 4.51 -0.74
C 3.04 3.31 -1.21
N 2.59 2.58 -0.20
H -2.23 4.68 2.53
H -2.09 2.87 0.45
H 0.33 4.53 3.52
H 2.43 3.61 3.13
H 3.33 1.83 4.43
H 3.40 -0.91 4.64
H 2.53 -1.72 2.21
H 3.65 5.15 1.42
H 4.07 5.27 -1.32
H 3.01 2.95 -2.23
N -2.01 -2.56 -2.18
C -0.69 -2.90 -2.30
N 0.34 -2.18 -2.00
C 1.52 -2.82 -2.35
C 1.33 -4.04 -2.93
S -0.35 -4.38 -3.11
C 2.83 -2.24 -2.03
C 4.00 -2.76 -2.58
S 5.35 -2.04 -1.86
C 4.30 -0.95 -1.01
N 2.99 -1.16 -1.18
N 4.76 -0.05 -0.14
H -2.15 -1.73 -1.65
H -2.64 -3.31 -1.96
H 2.07 -4.74 -3.19
H 4.10 -3.64 -3.21
H 5.68 0.36 -0.24
H 4.02 0.43 0.38
O -1.91 0.17 -0.97
H -2.09 0.07 -0.02
H -2.62 0.71 -1.29
C -4.29 0.98 2.48
C -4.43 -0.05 3.56
C -5.57 0.03 4.38
C -5.87 -0.97 5.31
C -4.95 -2.02 5.45
C -3.80 -2.07 4.67
C -3.52 -1.08 3.72
Sb -1.70 -1.21 2.54
C -2.10 -3.16 1.70
C -3.44 -3.58 1.52
C -3.78 -4.65 0.75
C -2.76 -5.39 0.19
C -1.48 -5.02 0.34
C -1.08 -3.90 1.07
C 0.39 -3.51 1.15
C -0.45 -1.67 4.18
C -0.02 -2.97 4.47
C 0.63 -3.21 5.65
C 0.97 -2.15 6.48
C 0.59 -0.88 6.17
C -0.11 -0.58 5.01
C -0.58 0.81 4.81
H -5.10 1.71 2.48
H -4.21 0.49 1.48
H -3.35 1.55 2.64
H -6.20 0.88 4.24
H -6.73 -0.94 5.91
H -5.11 -2.78 6.20
H -3.08 -2.88 4.86
H -4.20 -3.07 2.09
H -4.87 -4.92 0.70
H -3.01 -6.27 -0.39
H -0.73 -5.59 -0.15
H 0.85 -3.49 0.14
H 0.89 -4.29 1.73
H 0.50 -2.56 1.68
H -0.28 -3.80 3.80
H 0.89 -4.21 5.93
H 1.50 -2.35 7.40
H 0.86 -0.08 6.82
H -0.14 1.50 5.52
H -1.70 0.91 4.90
H -0.26 1.18 3.82
C 3.38 2.25 -4.90
C 2.15 1.40 -5.35
C 1.73 1.74 -6.76
P 0.79 1.42 -4.03
C -0.59 0.38 -4.69
C -1.58 1.01 -5.67
C -0.02 -0.92 -5.23
C 0.25 3.20 -3.86
C -0.02 3.96 -5.12
C -0.93 3.22 -2.87
H 4.15 2.31 -5.66
H 3.79 1.91 -3.94
H 3.03 3.25 -4.72
H 2.49 0.38 -5.34
H 1.37 2.73 -6.89
H 0.93 1.09 -7.12
H 2.60 1.64 -7.38
H -1.16 0.08 -3.79
H -1.08 1.36 -6.53
H -2.12 1.84 -5.18
H -2.29 0.26 -6.07
H 0.55 -0.78 -6.16
H -0.85 -1.65 -5.43
H 0.67 -1.37 -4.49
H 1.12 3.65 -3.40
H -0.54 3.37 -5.87
H 0.92 4.30 -5.57
H -0.66 4.83 -4.99
H -1.79 2.61 -3.20
H -1.28 4.24 -2.68
H -0.57 2.83 -1.91
*
```

For the total energy, the calculation gives -3801.8993 Ha. The HOMO energy is -0.3693 Ha. Its energy above the lowest of the compared OMol25 structures with the same formula, charge and spin is 0.0000 eV. The LUMO energy is -2.0 eV.



2.
Here is a molecular structure, C45H60BiI4N4O2Sb2 from the OMol25 dataset. Energies are from wB97M-V/def2-TZVPD.

```
! wB97M-V def2-TZVPD RIJCOSX def2/J DEFGRID3
* xyz 3 1
Bi 0.04 -1.16 0.98
I 0.56 -4.05 3.68
C -0.67 -3.01 5.05
I -1.29 -1.09 4.36
H -0.12 -2.88 5.97
H -1.56 -3.61 5.20
C -1.59 -1.88 -3.03
C -2.14 -3.13 -2.35
C -3.32 -2.87 -1.40
Sb -2.76 -2.36 0.61
C -4.47 -1.49 1.47
C -5.57 -2.29 1.79
C -6.71 -1.70 2.32
C -6.76 -0.34 2.54
C -5.67 0.46 2.21
C -4.52 -0.11 1.68
C -2.73 -4.27 1.50
C -3.11 -4.41 2.84
C -3.06 -5.65 3.45
C -2.61 -6.76 2.74
C -2.22 -6.62 1.41
C -2.29 -5.38 0.79
Sb -0.52 -0.43 -1.85
C -1.80 1.24 -1.91
C -3.10 1.10 -1.43
C -3.96 2.19 -1.48
C -3.53 3.40 -2.00
C -2.23 3.52 -2.48
C -1.35 2.45 -2.43
C 1.07 0.07 -3.15
C 0.70 0.48 -4.43
C 1.68 0.82 -5.35
C 3.02 0.74 -5.00
C 3.38 0.32 -3.72
C 2.41 -0.01 -2.80
H -2.39 -1.31 -3.49
H -0.87 -2.15 -3.81
H -1.33 -3.67 -1.84
H -2.48 -3.80 -3.14
H -3.94 -3.76 -1.29
H -3.96 -2.08 -1.78
H -5.55 -3.36 1.62
H -7.56 -2.32 2.57
H -7.65 0.11 2.95
H -5.72 1.53 2.38
H -3.67 0.50 1.43
H -3.48 -3.55 3.39
H -3.39 -5.77 4.47
H -2.57 -7.73 3.21
H -1.90 -7.49 0.85
H -2.03 -5.31 -0.26
H -3.46 0.16 -1.04
H -4.98 2.08 -1.12
H -4.21 4.24 -2.05
H -1.90 4.46 -2.90
H -0.34 2.57 -2.78
H -0.35 0.56 -4.71
H 1.39 1.14 -6.34
H 3.78 0.99 -5.72
H 4.43 0.26 -3.46
H 2.71 -0.32 -1.80
N 0.59 -3.35 0.03
C 1.47 -3.28 -1.16
C 2.72 -4.14 -1.04
C 3.86 -3.50 -0.23
C 3.54 -3.10 1.20
N 2.74 -1.86 1.31
H 1.11 -3.72 0.82
H -0.15 -4.04 -0.12
H 1.77 -2.24 -1.31
H 0.88 -3.57 -2.03
H 3.09 -4.36 -2.04
H 2.45 -5.11 -0.60
H 4.24 -2.62 -0.77
H 4.69 -4.21 -0.20
H 4.48 -2.97 1.75
H 3.01 -3.91 1.72
H 3.23 -1.12 0.82
H 2.76 -1.57 2.29
I 2.77 -1.00 5.32
I 5.12 -0.15 6.22
C -2.18 2.51 3.09
C -1.45 2.13 1.84
C -0.92 3.24 0.99
O -1.29 0.94 1.56
H -2.84 3.35 2.91
H -1.43 2.85 3.82
H -2.72 1.67 3.52
H -1.68 4.00 0.84
H -0.57 2.88 0.02
H -0.10 3.71 1.53
C 5.29 5.84 -0.32
C 4.90 4.52 -0.96
N 3.57 4.54 -1.57
C 3.41 5.34 -2.79
C 2.58 6.60 -2.56
C 2.53 3.81 -1.18
O 1.48 3.72 -1.82
C 2.55 3.03 0.12
C 3.00 3.48 1.35
C 2.77 2.69 2.48
C 2.11 1.49 2.33
N 1.68 1.04 1.14
C 1.89 1.81 0.08
H 6.29 5.76 0.12
H 4.59 6.13 0.46
H 5.32 6.64 -1.06
H 4.95 3.70 -0.24
H 5.61 4.26 -1.75
H 2.94 4.71 -3.55
H 4.41 5.60 -3.14
H 1.58 6.34 -2.23
H 2.50 7.16 -3.49
H 3.04 7.25 -1.82
H 3.49 4.44 1.46
H 3.09 3.01 3.46
H 1.92 0.86 3.19
H 1.50 1.48 -0.87
*
```

For the total energy, the calculation gives -4005.2892 Ha. The HOMO energy is -0.5580 Ha. Its energy above the lowest of the compared OMol25 structures with the same formula, charge and spin is 0.0000 eV. The LUMO energy is -8.1 eV.